Run a
DFT (the ωB97M-V functional and the def2-TZVPD basis) results for 2 unconnected molecules or ions with the total composition H6OSi2.

Output
Kohn-Sham gap: 0.3662 Eh
Spin multiplicity: 1
HOMO level: -10.600 eV

XYZ file:
```
9
H6OSi2 | the OMol25 dataset | the ωB97M-V functional and the def2-TZVPD basis
O -1.33606 1.07859 -0.15964
Si -2.18666 -0.18643 -0.00051
H -2.72238 -0.70810 -1.17493
H -2.62239 -0.76136 1.30608
Si 1.75649 0.11727 0.02923
H 2.47054 1.44200 -0.27860
H 1.04306 -0.01954 1.39654
H 2.89174 -0.72777 -0.24333
H 0.70566 -0.23466 -0.87485
```

Run b
DFT (the ωB97M-V functional and the def2-TZVPD basis) results for 2 unconnected molecules or ions with the total composition H6OSi2.

Output
Kohn-Sham gap: 0.2815 Eh
Spin multiplicity: 1
HOMO level: -8.276 eV

XYZ file:
```
9
H6OSi2 | the OMol25 dataset | the ωB97M-V functional and the def2-TZVPD basis
O 0.83370 -1.31092 0.47915
Si 0.95778 0.27370 0.43796
Si -2.53754 0.71780 0.29249
H 0.81639 -2.08416 -0.11713
H 0.71140 0.54288 -0.91461
H -0.13544 0.92509 1.11133
H 2.23309 0.96365 1.00951
H -2.51970 1.65000 -0.77122
H -1.88740 -0.40091 -0.35343
```

Top of the stability list: run a, leading by 12.3 kcal/mol.

Run a
DFT (the ωB97M-V functional and the def2-TZVPD basis) results for 14 unconnected molecules or ions with the total composition C5H40N2O14.

Output
Kohn-Sham gap: 0.3060 Eh
Spin multiplicity: 1
HOMO level: -8.205 eV

XYZ file:
```
61
C5H40N2O14 | the OMol25 dataset | the ωB97M-V functional and the def2-TZVPD basis
C 3.05375 -0.12733 -1.38497
C 1.90498 0.18750 -0.41346
C 1.16060 1.47199 -0.86495
C 1.45499 2.63075 0.04483
O 0.51428 3.68981 0.06175
N 0.83760 -0.92457 -0.40001
C 0.90408 -1.57753 0.89478
N 0.01030 -1.01044 1.88150
H 3.63662 -1.04083 -1.19138
H 2.66182 -0.21682 -2.39681
H 3.80144 0.68171 -1.35764
H 2.18959 0.46831 0.60326
H 1.43181 1.68778 -1.90755
H 0.07170 1.37626 -0.84268
H 2.44189 3.12069 -0.08081
H 1.54302 2.31518 1.09296
H -0.35399 3.39952 -0.27084
H -0.10199 -0.55892 -0.63628
H 0.46430 -2.56778 0.70371
H 1.95490 -1.63345 1.31800
H -0.25336 -1.51295 2.70499
H 0.15188 -0.04201 2.03147
H -2.56781 -0.44664 -0.13317
H -2.43677 0.99678 -0.35211
O -2.07933 0.30189 0.23642
H -2.70642 4.86235 0.09508
H -2.59014 3.39891 0.31595
O -2.48900 4.05581 -0.38121
H -0.59471 3.50704 -3.76121
H -0.34567 2.07940 -3.69019
O -0.65899 2.78279 -3.10094
H 1.69574 -0.22902 4.33527
H 0.47761 0.47730 4.68300
O 0.78044 -0.43744 4.54696
H -2.01596 -1.86046 -2.17469
H -2.53964 -1.01565 -3.23073
O -2.75420 -1.24142 -2.30847
H 1.03667 -5.82991 0.12209
H 0.94344 -4.74702 1.41181
O 1.36007 -5.08199 0.62799
H 1.60910 -4.30711 3.22746
H 1.38197 -2.95761 3.80855
O 0.90427 -3.64347 3.32953
H 0.12810 -2.52640 -1.40966
H -0.56046 -3.87873 -2.02752
O -0.53474 -2.92096 -2.02731
H -3.57431 2.50852 -1.63630
H -2.06038 2.48522 -2.19799
O -2.87019 1.97078 -1.98165
H 1.44840 -1.43530 -2.88466
H 0.51663 -2.45136 -3.62500
O 1.14721 -1.73325 -3.75401
H 1.84614 -4.07461 -1.43821
H 2.57362 -4.04151 -2.89616
O 2.19930 -4.57521 -2.18836
H -1.40338 4.58711 2.48416
H -2.34771 4.06828 3.57110
O -2.31738 4.60221 2.77438
H -1.72298 1.74647 4.27440
H -0.89250 2.51026 3.19413
O -0.85782 2.09640 4.06048
```

Run b
DFT (the ωB97M-V functional and the def2-TZVPD basis) results for 14 unconnected molecules or ions with the total composition C5H40N2O14.

Output
Kohn-Sham gap: 0.3267 Eh
Spin multiplicity: 1
HOMO level: -9.017 eV

XYZ file:
```
61
C5H40N2O14 | the OMol25 dataset | the ωB97M-V functional and the def2-TZVPD basis
C 0.71752 0.48237 0.83648
N 0.37736 -0.94196 0.73743
C 1.33732 -1.78743 0.07876
O 0.64023 -2.77563 -0.73035
C 0.43782 1.25873 -0.45416
C -0.99728 1.78585 -0.51688
C -1.38850 2.73243 0.59724
N 1.39662 2.35592 -0.63415
H 0.10132 0.87247 1.64510
H 1.77266 0.61482 1.12494
H 0.04525 -1.33648 1.58969
H 1.96112 -1.30532 -0.67813
H 1.91605 -2.39412 0.79397
H -0.21981 -3.00814 -0.34389
H 0.58580 0.58611 -1.30916
H -1.15076 2.28727 -1.46722
H -1.67491 0.94963 -0.58895
H -0.80208 3.65863 0.66168
H -2.45942 3.01007 0.51484
H -1.36069 2.30155 1.58660
H 2.35338 2.04047 -0.61337
H 1.30608 3.05490 0.09244
H 0.30670 3.24264 1.72974
H -0.40685 3.49812 3.09558
O 0.37198 3.11750 2.68166
H 2.86610 0.87018 2.35024
H 4.35687 0.57025 2.26718
O 3.65404 1.00504 1.76882
H -0.39363 1.79582 -4.22950
H -0.00898 2.89483 -3.24243
O -0.44424 2.76216 -4.09489
H 4.31736 1.67302 -1.08537
H 3.53400 0.92797 0.03613
O 3.64187 1.00832 -0.93633
H -3.91114 -0.55976 -1.48778
H -4.03078 -0.57134 0.04246
O -4.53383 -0.38697 -0.77034
H -0.42612 -4.29479 2.26326
H -1.36423 -3.47295 1.39930
O -1.08423 -3.59814 2.32720
H -1.82810 -2.46333 -0.99733
H -2.52358 -2.28859 0.39706
O -2.02899 -2.92818 -0.14887
H 0.80925 0.20936 3.21055
H 1.08589 1.69689 3.28625
O 1.52929 0.81798 3.40828
H 0.81118 0.04534 -3.83493
H -0.61806 -0.50545 -3.57532
O -0.09587 0.07010 -4.17282
H -1.39401 -1.00322 4.29504
H -1.10279 -2.02958 3.11188
O -1.22423 -1.08930 3.35719
H -0.33029 -1.86572 -1.93307
H -1.15936 -2.52016 -3.09070
O -1.18402 -1.78301 -2.47216
H -2.51643 -0.91813 2.11987
H -3.98467 -1.46098 2.09536
O -3.26001 -1.16672 1.52971
H 3.09809 -0.39938 -3.53597
H 2.68366 0.29413 -2.21691
O 2.34872 -0.26323 -2.94748
```

Top of the stability list: run b, leading by 43.5 kcal/mol.

Run a
DFT (the ωB97M-V functional and the def2-TZVPD basis) results for a molecular structure, C4H11N2O2.

Output
Total charge: +1
Kohn-Sham gap (spin up / spin down): 0.3707 / 0.2225 Eh
Spin multiplicity: 1
HOMO level (spin up / spin down): -12.951 / -10.584 eV

XYZ file:
```
19
C4H11N2O2 | the OMol25 dataset | the ωB97M-V functional and the def2-TZVPD basis
C -0.69020 -0.00553 0.15959
C -0.53524 1.44214 1.51068
C 1.19837 1.54395 -0.64241
C 0.02169 -3.02427 -1.21898
N -1.55562 0.46099 1.23766
N 0.46765 0.84101 0.51651
O -0.02922 1.52976 2.71991
O -0.03294 -2.57783 -2.45169
H -0.90133 0.28002 -0.88697
H -0.64037 2.49172 1.19246
H 0.48463 2.24304 -1.16310
H 2.01953 2.14952 -0.25251
H 1.59374 0.82370 -1.27051
H 0.97146 -2.97664 -0.76706
H -0.65102 -3.81747 -0.82964
H -2.40753 0.54407 0.84873
H 1.21132 0.40327 1.10903
H 0.07145 0.72035 3.19083
H -0.59636 -3.07181 -3.00253
```

Run b
DFT (the ωB97M-V functional and the def2-TZVPD basis) results for 2 unconnected molecules or ions with the total composition C4H11N2O2.

Output
Total charge: +1
Kohn-Sham gap: 0.4202 Eh
Spin multiplicity: 1
HOMO level: -14.134 eV

XYZ file:
```
19
C4H11N2O2 | the OMol25 dataset | the ωB97M-V functional and the def2-TZVPD basis
C 0.21540 -2.91287 -1.19924
C 0.38747 -0.52155 -1.19607
C -0.04755 1.41721 1.10976
C -0.23925 2.72683 0.44919
N 0.99060 -1.69258 -0.95434
N 0.25700 1.62376 2.45781
O -0.76355 -0.34891 -1.67257
O 0.14022 0.26754 0.62719
H 0.16261 -3.43782 -0.31120
H -0.76033 -2.70695 -1.65298
H 0.98810 0.32719 -1.24394
H -0.34910 3.41491 1.22843
H -1.06550 2.66616 -0.21519
H 0.70360 2.90477 -0.12177
H 2.05419 -1.74349 -0.79568
H 0.36971 2.58970 2.87167
H 0.35407 0.83754 3.09050
H -1.29687 -1.13996 -1.91581
H 0.62494 -3.54853 -2.00326
```

Top of the stability list: run b, leading by 124.2 kcal/mol.

Run a
DFT (the ωB97M-V functional and the def2-TZVPD basis) results for a single C5H7NO4 molecule.

Output
Kohn-Sham gap: 0.3911 Eh
Spin multiplicity: 1
HOMO level: -9.999 eV

XYZ file:
```
17
C5H7NO4 | the OMol25 dataset | the ωB97M-V functional and the def2-TZVPD basis
O -0.99888 2.66847 0.56781
C -2.13744 2.39836 0.91133
N -2.90034 1.40389 0.40105
C -4.27485 1.18620 0.80343
C -4.52581 -0.26584 1.14151
O -4.10648 -1.20893 0.16512
C -3.40187 -1.17305 1.39254
C -1.99881 -0.62077 1.33107
O -1.32491 -0.43235 2.31431
O -1.41593 -0.77526 -0.05837
H -2.63717 2.95384 1.73047
H -2.46979 0.81499 -0.50063
H -4.50961 1.78452 1.69431
H -4.96146 1.49946 0.00444
H -5.48618 -0.48113 1.61712
H -3.52152 -2.03636 2.05356
H -0.46380 -0.62067 0.00449
```

Run b
DFT (the ωB97M-V functional and the def2-TZVPD basis) results for a single C5H7NO4 molecule.

Output
Kohn-Sham gap: 0.3534 Eh
Spin multiplicity: 1
HOMO level: -9.738 eV

XYZ file:
```
17
C5H7NO4 | the OMol25 dataset | the ωB97M-V functional and the def2-TZVPD basis
N 0.15229 0.93283 0.23536
C 0.65162 -0.13770 -0.60323
C 0.19044 -1.49320 -0.05750
C -1.31635 -1.65124 -0.06574
O -1.89218 -2.61998 -0.47808
C -2.03422 -0.44878 0.49803
O -2.36715 -0.28340 1.65057
C -2.32379 0.68218 -0.52311
O -2.08685 0.60704 -1.69469
O -2.88669 1.71664 0.07960
H 0.55646 0.91942 1.16630
H 0.27813 1.84301 -0.18762
H 1.75034 -0.15277 -0.67924
H 0.24268 0.01280 -1.60570
H 0.51257 -1.58823 0.98572
H 0.62479 -2.30870 -0.63694
H -2.98874 1.49971 1.03150
```

Top of the stability list: run b, leading by 28.6 kcal/mol.

Run a
DFT (the ωB97M-V functional and the def2-TZVPD basis) results for a molecular structure, C5H9F.

Output
Kohn-Sham gap: 0.3841 Eh
Spin multiplicity: 1
HOMO level: -9.798 eV

XYZ file:
```
15
C5H9F | the OMol25 dataset | the ωB97M-V functional and the def2-TZVPD basis
C -1.75043 -0.62852 0.37131
C -0.73843 0.53286 0.70425
C -0.24319 1.35784 -0.56871
C 0.49805 0.15911 -0.04331
C 1.85077 -0.19247 0.65183
H -1.92091 -1.46922 1.17859
H -2.88271 -0.12680 -0.08704
H -1.68445 -1.38853 -0.39285
H -0.74818 0.74046 1.79300
H 0.00184 2.54054 -0.64434
H -0.53390 1.06333 -1.54649
H 2.71483 -1.27260 -0.10478
H 1.42969 -0.85200 1.84751
H 2.48936 1.03778 0.91355
F 0.38154 -0.84954 -1.07216
```

Run b
DFT (the ωB97M-V functional and the def2-TZVPD basis) results for a single C5H9F molecule.

Output
Kohn-Sham gap: 0.3635 Eh
Spin multiplicity: 1
HOMO level: -8.765 eV

XYZ file:
```
15
C5H9F | the OMol25 dataset | the ωB97M-V functional and the def2-TZVPD basis
C -0.37127 1.85164 1.14247
C -0.67076 0.37904 1.08392
C -0.06534 -0.52782 0.32210
F -0.59296 -1.73274 0.28095
C 1.09547 -0.42963 -0.63319
C 0.48817 0.24333 -1.91896
H 0.51440 1.86823 1.80264
H -0.00555 2.12809 0.13402
H -1.13746 2.48364 1.43956
H -1.46511 -0.04224 1.72378
H 1.49743 -1.43471 -0.77853
H 1.94266 0.21087 -0.18833
H 1.29586 0.47623 -2.62348
H -0.18999 -0.40733 -2.39229
H 0.02672 1.21254 -1.62396
```

Top of the stability list: run b, leading by 152.3 kcal/mol.